The following is a quantum chemistry calculation of 10 unconnected molecules or ions with the total composition C67H106FN9O4 in a non-equilibrium geometry, from the Open Molecules 2025 dataset.

```
187
Properties=species:S:1:pos:R:3:mulliken_charge:R:1
C 16.85 27.35 16.38 -1.89
C 15.80 26.27 16.11 1.60
C 14.41 26.88 16.25 -1.66
C 16.04 25.59 14.81 -1.25
C 15.17 24.30 14.72 -0.09
C 15.43 23.39 15.85 -0.33
C 15.19 24.08 17.17 2.52
C 13.67 24.20 17.48 -1.27
C 15.66 23.19 18.31 -2.56
N 15.98 25.27 17.24 0.97
O 15.80 26.01 18.45 -0.62
H 17.87 26.89 16.31 0.20
H 16.90 28.21 15.73 0.43
H 16.76 27.75 17.38 0.52
H 14.39 27.98 15.99 0.45
H 13.60 26.47 15.65 0.24
H 14.19 26.91 17.34 0.27
H 15.79 26.26 14.01 0.43
H 17.12 25.36 14.78 0.15
H 14.05 24.50 14.71 0.15
H 15.42 23.81 13.80 0.27
H 16.44 23.04 15.95 0.20
H 14.78 22.54 15.79 -0.57
H 13.34 23.18 17.78 -0.22
H 12.96 24.55 16.71 0.29
H 13.42 24.78 18.39 0.30
H 15.18 22.23 18.26 0.24
H 15.43 23.59 19.25 0.57
H 16.69 23.06 18.21 0.41
H 16.69 26.16 18.82 0.35
C 19.80 23.75 17.24 -1.38
C 20.10 23.84 18.78 1.50
C 21.59 24.25 18.95 -1.89
C 19.14 24.83 19.42 -0.03
C 19.21 24.77 20.95 -1.11
C 18.85 23.38 21.46 -1.27
C 19.70 22.25 20.85 1.80
C 21.07 22.28 21.53 -1.87
C 19.06 20.91 21.07 -2.12
N 19.74 22.50 19.38 1.32
O 20.59 21.48 18.78 -0.63
H 18.98 23.06 17.11 0.03
H 19.47 24.83 16.98 -0.04
H 20.59 23.42 16.61 0.46
H 21.90 25.06 18.36 0.50
H 21.75 24.63 19.96 0.34
H 22.25 23.34 18.77 0.29
H 19.49 25.84 19.07 0.76
H 18.10 24.68 19.08 -0.88
H 20.18 25.10 21.35 0.40
H 18.51 25.42 21.40 0.50
H 17.79 23.28 21.18 0.21
H 18.80 23.31 22.54 0.53
H 21.76 21.56 21.05 0.29
H 20.94 21.97 22.59 0.46
H 21.54 23.23 21.66 0.34
H 18.18 20.75 20.39 0.09
H 18.82 20.84 22.12 0.56
H 19.72 20.10 20.84 0.48
H 20.03 20.72 18.54 0.28
C 15.95 13.73 15.39 -2.00
C 17.01 12.92 16.19 1.83
C 17.76 13.89 17.06 -1.14
C 16.35 11.73 16.95 -1.46
C 17.34 10.84 17.65 -0.39
C 18.15 10.20 16.52 -1.35
C 18.77 11.21 15.55 1.61
C 20.12 11.69 16.12 -1.41
C 19.05 10.43 14.28 -1.98
N 17.79 12.29 15.17 0.10
O 18.23 13.10 14.14 -0.43
H 15.41 13.02 14.73 0.50
H 15.25 14.18 16.06 0.28
H 16.42 14.53 14.79 0.41
H 17.05 14.67 17.43 -0.17
H 18.28 13.42 17.87 0.40
H 18.49 14.43 16.49 0.28
H 15.67 12.20 17.62 0.52
H 15.83 11.07 16.22 0.40
H 18.05 11.37 18.33 0.30
H 16.83 10.01 18.23 0.34
H 17.51 9.52 15.96 0.42
H 18.94 9.63 17.00 0.37
H 20.73 12.37 15.42 0.06
H 20.72 10.83 16.32 0.54
H 19.92 12.20 17.07 0.35
H 19.39 11.07 13.48 0.39
H 18.09 10.02 13.94 0.49
H 19.77 9.57 14.40 0.33
H 18.87 13.72 14.54 0.35
C 11.98 18.60 14.01 -1.74
C 11.00 19.70 14.45 1.38
C 11.06 20.87 13.31 -1.29
C 9.56 19.16 14.48 -1.59
C 8.52 20.09 15.01 -0.60
C 8.92 20.48 16.39 -1.16
C 10.31 21.15 16.48 1.48
C 10.22 22.60 15.96 -1.35
C 10.70 21.27 17.98 -1.39
N 11.27 20.18 15.80 0.07
O 12.59 20.59 15.91 0.83
H 11.97 17.90 14.86 0.20
H 11.67 18.11 13.16 0.67
H 12.98 19.09 14.03 0.11
H 10.16 21.42 13.27 0.36
H 11.99 21.51 13.33 0.09
H 11.26 20.29 12.36 0.46
H 9.32 18.77 13.50 0.42
H 9.54 18.24 15.07 0.37
H 8.47 21.01 14.42 0.26
H 7.51 19.72 14.94 0.43
H 8.98 19.49 16.94 0.26
H 8.17 21.17 16.79 0.39
H 9.57 22.76 15.06 0.24
H 11.20 22.98 15.71 0.01
H 9.86 23.27 16.73 0.57
H 9.98 21.97 18.37 0.63
H 11.75 21.67 18.04 -0.02
H 10.69 20.34 18.57 0.00
H 12.80 21.27 15.26 -0.19
F 18.17 19.84 18.14 -0.08
C 17.55 19.40 17.01 -0.17
C 18.19 19.40 15.86 -0.25
C 17.53 19.05 14.70 -0.83
C 16.21 18.79 14.78 -1.13
C 15.56 18.92 16.00 0.29
C 16.18 19.19 17.14 -0.11
H 19.22 19.80 15.93 0.22
H 18.08 19.00 13.79 0.79
H 15.64 18.55 13.89 0.77
H 14.45 18.71 16.11 -0.55
H 15.85 19.21 18.16 1.03
C 21.24 21.79 13.97 0.19
C 22.28 21.25 13.23 -0.74
C 22.46 21.75 11.93 -0.23
N 21.63 22.72 11.40 -0.62
C 20.64 23.24 12.17 -0.45
C 20.45 22.79 13.48 -0.23
H 21.01 21.35 14.93 0.38
H 22.87 20.45 13.69 0.39
H 23.25 21.53 11.15 0.34
H 19.96 23.98 11.85 0.49
H 19.65 23.09 14.13 0.48
C 17.83 16.93 20.22 -0.62
C 16.71 16.62 19.45 0.50
C 15.67 15.90 20.07 -0.53
N 15.73 15.51 21.34 -0.61
C 16.80 15.89 22.03 -0.47
C 17.80 16.67 21.56 -0.46
H 18.72 17.38 19.75 0.37
H 16.67 16.86 18.35 0.28
H 14.82 15.62 19.53 0.76
H 16.77 15.70 23.04 0.47
H 18.62 16.93 22.22 0.37
C 16.96 22.11 10.09 -0.45
C 16.36 21.26 11.02 -0.58
C 15.23 21.66 11.68 0.30
N 14.48 22.70 11.32 -0.38
C 15.05 23.55 10.43 -0.27
C 16.24 23.31 9.79 -0.51
H 17.83 21.84 9.56 0.49
H 16.83 20.30 11.31 0.32
H 14.98 21.03 12.54 0.37
H 14.29 24.28 9.99 0.35
H 16.47 23.91 8.93 0.43
C 22.22 14.40 12.90 -0.23
C 21.31 15.47 12.73 -0.58
C 20.85 16.16 13.82 0.01
N 21.37 15.97 15.04 -0.34
C 22.29 15.03 15.16 -0.26
C 22.77 14.20 14.14 -0.48
H 22.66 13.97 11.98 0.39
H 20.90 15.68 11.76 0.41
H 19.92 16.79 13.75 0.27
H 22.62 14.89 16.19 0.37
H 23.58 13.54 14.31 0.47
C 12.69 17.48 18.26 1.14
C 11.89 17.65 19.46 -0.96
C 11.29 16.52 19.88 -0.53
N 11.38 15.28 19.34 -0.60
C 12.19 15.12 18.27 -0.40
C 12.95 16.22 17.80 -0.50
H 13.07 18.37 17.76 -0.11
H 11.70 18.58 19.94 0.62
H 10.59 16.64 20.70 0.36
H 12.21 14.16 17.78 0.40
H 13.61 16.14 16.96 0.56
```

Properties
calculated total energy	-95507.798	eV
gap between HOMO and LUMO	8.6	eV
spin multiplicity	1
structure (SMILES)	CC1(C)CCCC(C)(C)N1O.CC1(C)CCCC(C)(C)N1O.CC1(C)CCCC(C)(C)N1O.CC1(C)CCCC(C)(C)N1O.Fc1ccccc1.c1ccncc1.c1ccncc1.c1ccncc1.c1ccncc1.c1ccncc1
HOMO energy	-8.19	eV